Formula: C10H11NO
Source: the OMol25 dataset
Level of theory: wB97M-V/def2-TZVPD

Geometry (Å):
C (2.078, -0.040, 0.422)
C (1.552, 1.169, -0.360)
C (0.341, 1.653, 0.201)
C (-0.761, 0.694, 0.190)
C (-2.240, 1.006, -0.074)
C (-3.058, 0.011, -0.238)
C (-2.872, -1.312, 0.082)
C (-1.602, -1.715, 0.032)
C (-0.560, -0.653, 0.093)
C (0.964, -1.067, 0.122)
H (3.498, -0.064, -1.007)
H (3.382, -1.862, -0.183)
H (2.272, 0.046, 1.541)
H (1.177, 0.462, -1.373)
H (2.385, 2.043, -0.739)
H (-0.179, 2.486, -0.161)
H (0.604, 2.100, 1.129)
H (-2.730, 2.114, -0.128)
H (-4.049, 0.521, -0.256)
H (-3.775, -1.976, 0.273)
H (-1.280, -2.950, 0.660)
N (3.468, -0.424, 0.058)
O (1.384, -2.240, -0.280)

Its energy above the lowest of the compared OMol25 structures with the same formula, charge and spin is 175.5 kcal/mol. The value obtained for the lowest unoccupied orbital energy is 0.06 eV. As for the maximum force: 6.8 eV/A. Its frontier orbital gap is 9.71 eV. As for the total energy: -517.39298 hartree.


Formula: C10H10N2
Source: the OMol25 dataset
Level of theory: wB97M-V/def2-TZVPD

Geometry (Å):
C (2.452, 1.316, -0.105)
C (2.603, 0.339, -1.188)
C (2.246, -0.932, -1.087)
N (2.168, -1.615, 0.122)
C (2.262, -0.782, 1.154)
C (2.502, 0.644, 1.155)
H (2.337, 2.473, -0.392)
H (2.643, 0.872, -2.060)
H (2.190, -1.655, -1.861)
H (2.353, -1.384, 2.040)
H (2.524, 1.264, 2.043)
C (-1.169, 0.344, 0.044)
C (-1.524, -1.010, 0.075)
C (-2.888, -1.326, 0.051)
N (-3.976, -0.534, -0.118)
C (-3.623, 0.764, -0.023)
C (-2.275, 1.173, 0.111)
H (-0.082, 0.420, -0.029)
H (-0.957, -1.857, -0.042)
H (-3.209, -2.287, 0.335)
H (-4.470, 1.383, -0.191)
H (-2.106, 2.386, -0.036)

Its energy above the lowest of the compared OMol25 structures with the same formula, charge and spin is 90.6 kcal/mol. The value obtained for the lowest unoccupied orbital energy is 0.33 eV. As for the maximum force: 5.3 eV/A. Its structure (SMILES) is c1ccncc1.c1ccncc1. Its frontier orbital gap is 9.60 eV. As for the total energy: -496.45279 hartree.


Formula: C7H13BBr2O4
Source: the OMol25 dataset
Level of theory: wB97M-V/def2-TZVPD

Geometry (Å):
C (-2.035, -1.591, -1.725)
C (-1.411, -0.198, -1.584)
Br (-2.608, 0.908, -0.502)
C (0.081, -0.112, -1.161)
Br (0.982, -1.523, -2.224)
C (0.502, -0.225, 0.322)
C (1.993, -0.576, 0.462)
C (0.225, 1.055, 1.146)
B (0.507, 2.478, 0.477)
O (-0.279, 3.558, 0.775)
O (1.551, 2.741, -0.375)
O (-0.301, -1.330, 0.816)
C (-0.042, -1.808, 2.036)
O (-0.376, -2.914, 2.374)
H (-1.683, -2.276, -0.958)
H (-3.116, -1.502, -1.621)
H (-1.811, -2.001, -2.711)
H (-1.448, 0.288, -2.560)
H (0.498, 0.784, -1.610)
H (2.597, -0.043, -0.278)
H (2.364, -0.278, 1.445)
H (2.161, -1.644, 0.343)
H (0.838, 1.022, 2.055)
H (-0.808, 1.029, 1.489)
H (-0.998, 3.318, 1.369)
H (2.120, 1.981, -0.524)
H (0.497, -1.141, 2.723)

The value obtained for the lowest unoccupied orbital energy is 0.24 eV. As for the maximum force: 1.2 eV/A. Its structure (SMILES) is C[C@@H](Br)[C@H](Br)[C@@](C)(CB(O)O)OC=O. Its frontier orbital gap is 10.59 eV. As for the total energy: -5748.48016 hartree.


Formula: C25H35ClN3O2P2Sc
Source: the OMol25 dataset
Level of theory: wB97M-V/def2-TZVPD

Geometry (Å):
Sc (-0.834, 0.618, -0.379)
Cl (-1.119, 1.385, -2.567)
C (-0.338, -1.355, 0.487)
O (-0.214, -2.370, 1.048)
P (1.946, -0.350, -0.783)
C (3.388, 0.596, -0.136)
C (2.549, -2.048, -0.454)
C (2.180, -0.243, -2.604)
C (2.770, -3.001, -1.462)
C (3.221, -4.284, -1.129)
C (3.465, -4.618, 0.205)
C (3.232, -3.676, 1.216)
C (2.763, -2.406, 0.887)
H (2.599, -2.753, -2.507)
H (3.377, -5.016, -1.924)
H (3.829, -5.613, 0.462)
H (3.408, -3.933, 2.262)
H (2.579, -1.677, 1.680)
C (3.198, 1.946, 0.215)
C (4.201, 2.646, 0.879)
C (5.453, 2.057, 1.099)
C (5.693, 0.753, 0.648)
C (4.663, 0.021, 0.045)
H (2.260, 2.453, -0.003)
H (3.996, 3.661, 1.221)
H (6.236, 2.615, 1.613)
H (6.678, 0.296, 0.777)
H (4.858, -1.010, -0.262)
C (3.243, 0.459, -3.190)
C (3.362, 0.511, -4.583)
C (2.408, -0.118, -5.391)
C (1.336, -0.807, -4.810)
C (1.231, -0.881, -3.422)
H (3.981, 0.956, -2.559)
H (4.201, 1.047, -5.032)
H (2.493, -0.068, -6.477)
H (0.580, -1.290, -5.432)
H (0.398, -1.425, -2.972)
H (0.356, 1.893, 0.293)
H (0.279, 2.117, -0.503)
C (-3.613, -1.601, 0.598)
N (-3.240, -0.219, 0.181)
C (-3.930, 0.239, -1.078)
P (-3.159, 0.931, 1.439)
O (-1.772, 1.538, 1.221)
N (-4.272, 2.116, 1.258)
C (-3.849, 3.447, 0.781)
C (-5.726, 1.862, 1.277)
N (-3.369, 0.268, 2.939)
C (-2.292, -0.596, 3.455)
C (-3.813, 1.183, 4.018)
H (-2.724, -2.237, 0.664)
H (-4.287, -2.018, -0.157)
H (-4.135, -1.575, 1.566)
H (-4.562, 1.118, -0.894)
H (-3.183, 0.485, -1.848)
H (-4.556, -0.580, -1.448)
H (-3.245, 3.366, -0.137)
H (-4.752, 4.027, 0.555)
H (-3.272, 3.977, 1.554)
H (-6.217, 2.717, 0.795)
H (-5.982, 0.954, 0.711)
H (-6.107, 1.779, 2.306)
H (-1.342, -0.049, 3.555)
H (-2.601, -0.925, 4.454)
H (-2.138, -1.486, 2.846)
H (-2.998, 1.855, 4.334)
H (-4.684, 1.772, 3.720)
H (-4.089, 0.565, 4.880)

The value obtained for the lowest unoccupied orbital energy is -7.76 eV. As for the maximum force: 6.6 eV/A. As for the charge: +2. Its frontier orbital gap is 6.32 eV. As for the total energy: -3191.57268 hartree.


Formula: C43H119O19Zr
Source: the OMol25 dataset
Level of theory: wB97M-V/def2-TZVPD

Geometry (Å):
Zr (-1.477, -0.330, -3.148)
C (-5.399, -1.428, -1.203)
C (-3.998, -1.052, -0.663)
C (-3.561, -2.166, 0.278)
O (-3.141, -0.729, -1.765)
H (-6.095, -1.682, -0.403)
H (-5.360, -2.364, -1.760)
H (-5.846, -0.640, -1.809)
H (-4.129, -0.127, -0.102)
H (-3.494, -3.093, -0.291)
H (-4.206, -2.364, 1.134)
H (-2.585, -1.956, 0.717)
C (1.866, -0.268, 0.442)
C (0.399, -0.251, -0.108)
C (-0.513, 0.671, 0.622)
O (-0.054, -0.234, -1.451)
H (1.954, -0.179, 1.525)
H (2.299, 0.661, 0.074)
H (2.557, -1.023, 0.066)
H (0.012, -1.210, 0.237)
H (-1.583, 0.606, 0.425)
H (-0.226, 1.708, 0.450)
H (-0.363, 0.744, 1.699)
C (-3.628, 3.338, -3.595)
C (-2.191, 3.188, -2.948)
C (-2.297, 3.493, -1.509)
O (-1.613, 1.894, -3.231)
H (-3.994, 4.361, -3.509)
H (-4.291, 2.606, -3.131)
H (-3.621, 3.078, -4.653)
H (-1.592, 4.001, -3.359)
H (-2.665, 4.519, -1.503)
H (-1.336, 3.700, -1.036)
H (-2.817, 2.982, -0.699)
C (-4.280, -1.729, -6.629)
C (-3.908, -0.562, -5.695)
C (-5.146, 0.098, -5.126)
O (-2.865, -0.786, -4.833)
H (-4.764, -2.520, -6.056)
H (-3.432, -2.106, -7.201)
H (-4.996, -1.427, -7.394)
H (-3.565, 0.173, -6.423)
H (-5.016, 1.065, -4.642)
H (-5.592, -0.481, -4.317)
H (-5.898, 0.206, -5.907)
C (3.600, -2.622, -2.672)
C (2.778, -3.832, -3.178)
C (2.019, -4.644, -2.131)
O (1.903, -3.400, -4.235)
H (4.538, -2.907, -2.195)
H (3.132, -1.914, -1.988)
H (3.847, -1.903, -3.453)
H (3.525, -4.406, -3.726)
H (2.865, -5.103, -1.620)
H (1.493, -5.422, -2.685)
H (1.356, -4.132, -1.434)
C (1.233, 6.177, 2.294)
C (1.706, 5.162, 3.274)
O (0.685, 4.865, 4.137)
H (2.106, 6.442, 1.697)
H (0.675, 6.987, 2.763)
H (0.474, 5.693, 1.680)
H (2.462, 5.589, 3.934)
H (2.161, 4.321, 2.751)
H (-0.128, 5.179, 3.734)
C (-4.948, 1.041, 3.452)
C (-6.346, 1.515, 3.995)
O (-6.993, 0.598, 4.781)
H (-4.500, 1.985, 3.140)
H (-4.964, 0.399, 2.571)
H (-4.319, 0.586, 4.218)
H (-6.988, 1.881, 3.193)
H (-6.335, 2.399, 4.632)
H (-6.496, 0.507, 5.597)
C (-6.174, 2.512, 0.247)
C (-7.342, 1.589, 0.229)
O (-8.556, 2.412, 0.186)
H (-6.027, 3.025, -0.704)
H (-5.304, 2.041, 0.703)
H (-6.403, 3.374, 0.874)
H (-7.309, 0.844, 1.024)
H (-7.542, 1.052, -0.698)
H (-9.295, 1.923, 0.555)
C (5.186, -3.176, 4.952)
C (5.100, -1.739, 4.368)
O (6.209, -1.309, 3.581)
H (5.926, -3.462, 5.700)
H (5.412, -3.910, 4.179)
H (4.234, -3.420, 5.424)
H (5.001, -0.920, 5.081)
H (4.249, -1.756, 3.687)
H (6.912, -1.058, 4.184)
C (2.452, 1.853, 3.934)
C (2.556, 1.863, 5.455)
O (2.528, 3.198, 5.806)
H (3.246, 2.525, 3.608)
H (1.481, 2.254, 3.644)
H (2.516, 0.859, 3.492)
H (3.470, 1.419, 5.848)
H (1.750, 1.354, 5.984)
H (1.941, 3.628, 5.181)
C (7.992, -3.670, -1.796)
C (7.868, -2.202, -1.407)
O (7.452, -2.217, -0.077)
H (7.119, -4.230, -1.464)
H (8.946, -4.120, -1.521)
H (7.873, -3.696, -2.880)
H (7.045, -1.805, -2.001)
H (8.777, -1.602, -1.411)
H (6.888, -1.457, 0.083)
C (1.425, 1.854, -5.045)
C (1.374, 0.579, -4.202)
O (0.143, -0.160, -4.529)
H (0.502, 2.430, -4.992)
H (1.614, 1.471, -6.048)
H (2.262, 2.530, -4.867)
H (1.569, 0.763, -3.145)
H (2.072, -0.108, -4.680)
H (0.365, -0.475, -5.409)
C (-2.851, -3.953, -3.317)
C (-1.316, -3.824, -2.912)
O (-0.865, -2.486, -3.239)
H (-3.188, -4.963, -3.086)
H (-3.049, -3.719, -4.363)
H (-3.420, -3.192, -2.782)
H (-0.646, -4.558, -3.360)
H (-1.034, -4.090, -1.893)
H (-0.005, -2.793, -3.534)
C (3.528, -3.684, 1.631)
C (3.232, -5.109, 1.357)
O (2.867, -5.761, 2.515)
H (2.873, -3.149, 2.318)
H (3.670, -3.049, 0.757)
H (4.445, -3.808, 2.208)
H (4.085, -5.586, 0.874)
H (2.360, -5.082, 0.704)
H (1.954, -5.591, 2.757)
C (1.836, 4.743, -1.717)
C (3.221, 4.922, -2.165)
O (3.848, 5.936, -1.445)
H (1.808, 4.412, -0.678)
H (1.340, 4.056, -2.402)
H (1.290, 5.685, -1.731)
H (3.140, 5.100, -3.237)
H (3.787, 4.023, -1.920)
H (3.382, 6.731, -1.715)
C (-3.321, 6.231, 3.313)
C (-3.205, 4.864, 2.799)
O (-1.858, 4.422, 2.616)
H (-4.317, 6.669, 3.377)
H (-2.718, 6.852, 2.650)
H (-2.864, 6.183, 4.302)
H (-3.752, 4.618, 1.889)
H (-3.597, 4.234, 3.597)
H (-1.772, 4.116, 1.710)
C (5.457, 1.501, -1.267)
C (5.297, 0.754, -0.045)
O (6.570, 0.260, 0.308)
H (6.103, 2.376, -1.204)
H (4.525, 1.833, -1.724)
H (6.014, 0.794, -1.882)
H (4.683, -0.143, -0.125)
H (4.888, 1.363, 0.761)
H (6.415, -0.026, 1.212)
C (-0.344, -6.006, 0.044)
C (-0.704, -4.681, 0.835)
O (-0.657, -5.005, 2.246)
H (-0.284, -5.812, -1.026)
H (-1.048, -6.824, 0.202)
H (0.680, -6.308, 0.262)
H (-1.618, -4.155, 0.561)
H (0.072, -3.988, 0.509)
H (-0.708, -4.267, 2.858)
C (-1.699, -1.014, 4.107)
C (-0.602, -2.013, 3.788)
O (-1.021, -3.256, 4.209)
H (-2.684, -1.248, 3.701)
H (-1.396, -0.097, 3.602)
H (-1.660, -0.708, 5.152)
H (0.416, -1.688, 4.007)
H (-0.515, -2.066, 2.703)
H (-0.660, -3.271, 5.099)

The value obtained for the lowest unoccupied orbital energy is 1.82 eV. As for the maximum force: 5.1 eV/A. As for the charge: -1. Its frontier orbital gap is 5.85 eV. As for the total energy: -3186.14354 hartree.


Formula: C35H42N4RbSi2
Source: the OMol25 dataset
Level of theory: wB97M-V/def2-TZVPD

Geometry (Å):
Rb (0.751, -0.363, -0.190)
C (3.062, -4.549, -1.869)
C (1.702, -4.813, -1.983)
C (0.785, -4.303, -1.080)
C (1.185, -3.495, 0.026)
C (2.578, -3.206, 0.089)
C (3.476, -3.727, -0.819)
N (0.361, -2.983, 0.958)
N (-1.317, -4.171, 2.366)
C (-2.062, -2.974, 0.279)
C (-3.381, -3.392, 0.511)
C (-4.416, -2.806, -0.185)
C (-4.130, -1.813, -1.114)
C (-2.804, -1.464, -1.283)
N (-1.791, -2.016, -0.614)
H (3.772, -4.954, -2.578)
H (1.344, -5.426, -2.806)
H (-0.270, -4.504, -1.228)
H (2.933, -2.610, 0.926)
H (4.530, -3.494, -0.706)
H (-3.575, -4.157, 1.249)
H (-5.439, -3.114, -0.006)
H (-4.908, -1.325, -1.684)
H (-2.535, -0.696, -2.002)
C (2.785, 1.970, 0.265)
Si (1.824, 3.450, 0.136)
C (0.578, 3.385, -1.328)
N (-0.383, 2.272, -1.337)
C (-1.460, 2.400, -0.338)
C (-2.823, 2.761, -0.945)
C (-2.645, 3.773, -2.071)
C (-1.800, 3.164, -3.204)
C (-0.927, 2.019, -2.664)
C (0.853, 3.770, 1.743)
C (0.740, 2.771, 2.713)
C (-0.027, 2.952, 3.857)
C (-0.706, 4.147, 4.056)
C (-0.600, 5.160, 3.112)
C (0.175, 4.970, 1.976)
C (2.624, 5.175, -0.172)
C (2.563, 5.878, -1.378)
C (3.214, 7.095, -1.555)
C (3.948, 7.648, -0.517)
C (4.027, 6.970, 0.694)
C (3.378, 5.756, 0.855)
H (3.367, 1.838, 1.179)
H (3.375, 1.695, -0.614)
H (1.215, 3.262, -2.214)
H (0.078, 4.361, -1.452)
H (-1.174, 3.169, 0.377)
H (-1.565, 1.469, 0.238)
H (-3.469, 3.154, -0.157)
H (-3.320, 1.865, -1.332)
H (-2.144, 4.657, -1.667)
H (-3.612, 4.109, -2.450)
H (-1.172, 3.932, -3.659)
H (-2.444, 2.774, -3.998)
H (-0.100, 1.814, -3.348)
H (-1.523, 1.102, -2.618)
H (1.266, 1.836, 2.552)
H (-0.098, 2.159, 4.592)
H (-1.311, 4.289, 4.944)
H (-1.120, 6.099, 3.264)
H (0.258, 5.775, 1.252)
H (1.996, 5.473, -2.209)
H (3.147, 7.612, -2.505)
H (4.455, 8.596, -0.648)
H (4.599, 7.392, 1.513)
H (3.456, 5.239, 1.807)
C (-1.367, -7.320, -0.474)
Si (-0.673, -6.801, 1.182)
C (1.173, -7.035, 1.279)
C (-1.533, -7.741, 2.555)
C (-1.033, -4.984, 1.452)
C (-0.909, -3.571, 1.016)
H (-1.245, -8.396, -0.621)
H (-0.854, -6.806, -1.288)
H (-2.433, -7.090, -0.539)
H (1.426, -8.095, 1.185)
H (1.551, -6.678, 2.239)
H (1.683, -6.480, 0.490)
H (-1.310, -8.809, 2.493)
H (-2.616, -7.616, 2.499)
H (-1.205, -7.381, 3.532)

Its energy above the lowest of the compared OMol25 structures with the same formula, charge and spin is 0.6 kcal/mol. The value obtained for the lowest unoccupied orbital energy is 2.10 eV. As for the maximum force: 0.2 eV/A. As for the charge: -1. Its frontier orbital gap is 5.63 eV. As for the total energy: -2181.02170 hartree.


Formula: C5H6IN
Source: the OMol25 dataset
Level of theory: wB97M-V/def2-TZVPD

Geometry (Å):
C (0.627, 3.070, -1.561)
C (0.702, 1.855, -0.958)
C (0.390, 0.787, -0.319)
C (0.510, 0.563, 1.161)
C (-0.238, -0.390, -1.017)
N (0.679, 4.057, -2.197)
I (2.661, 3.388, 1.068)
H (1.393, 1.062, 1.596)
H (0.619, -0.544, 1.343)
H (-0.409, 0.958, 1.673)
H (0.540, -1.116, -0.713)
H (-0.669, -0.312, -2.053)
H (-1.047, -0.653, -0.396)

Its energy above the lowest of the compared OMol25 structures with the same formula, charge and spin is 78.8 kcal/mol. The value obtained for the lowest unoccupied orbital energy (alpha / beta) is -2.96 / -2.96 eV. As for the maximum force: 2.9 eV/A. Its frontier orbital gap (alpha / beta) is 5.72 / 5.72 eV. As for the total energy: -546.41675 hartree.


Among the records above, which one has the highest maximum force? C10H11NO


Among the records above, which one has the highest maximum force? C10H11NO


What is the maximum force in the third record? 1.2 eV/A